[1]
Formula: H4OP2
Source: the Open Molecules 2025 dataset
Level of theory: ωB97M-V/def2-TZVPD

Positions of all 7 atoms, in Å:
O  -0.67279  -1.02660  -1.59125
P  1.32016  0.70098  -0.11532
P  -0.63413  -0.18027  -0.40400
H  1.83082  -0.49925  0.37639
H  1.01980  1.20747  1.14922
H  -1.57045  0.86317  -0.44791
H  -1.29341  -1.06549  1.03288

Spin multiplicity: 1
Orbital gap (eV): 10.2
ΔE to the lowest compared entry with this formula, charge and spin (eV): 0.532
E (Ha): -760.28198
HOMO (eV): -10.0

natural (NBO) population analysis, charges in e, atoms 1 to 5:
1 O -1.091
2 P 0.023
3 P 1.221
4 H 0.017
5 H -0.001

=====

[2]
Formula: C20H33BrCl2NNiO4Si
Source: the Open Molecules 2025 dataset
Level of theory: ωB97M-V/def2-TZVPD

Positions of all 63 atoms, in Å:
Ni  2.65379  -0.72851  -0.60100
O  2.28669  -4.88252  -1.41579
C  2.60144  -3.62245  -1.25022
O  1.78581  -2.74293  -1.01791
C  4.03670  -3.27433  -1.35547
C  5.09216  -4.09767  -1.69007
C  6.36477  -3.53027  -1.75047
C  6.53562  -2.18235  -1.48073
C  5.41375  -1.43603  -1.14586
N  4.21616  -1.98095  -1.08722
C  5.37381  0.06552  -0.81509
O  6.39074  0.70643  -0.81284
O  4.16740  0.44735  -0.57313
H  1.33102  -5.01702  -1.32667
H  4.92214  -5.14391  -1.89899
H  7.21880  -4.14012  -2.01161
H  7.49700  -1.69000  -1.51918
Cl  3.11442  3.15298  0.14409
C  2.48973  4.73521  0.64253
Cl  3.77253  5.95411  0.68663
H  2.07140  4.64384  1.63836
H  1.74142  5.05279  -0.07466
C  -3.32339  0.30145  2.82203
C  -1.97371  -0.14976  2.23417
C  -1.88414  -1.67931  2.33916
C  -0.84377  0.43044  3.09938
Si  -1.88694  0.44505  0.39890
Br  0.86481  0.29899  0.02112
C  -2.56794  -0.76454  -0.94121
C  -1.79035  -2.08988  -0.97726
C  -2.49198  -0.14988  -2.34655
C  -4.04597  -1.05808  -0.62484
C  -2.04193  2.33697  0.05011
C  -1.46154  3.15165  1.21699
C  -1.29658  2.77633  -1.22061
C  -3.53364  2.68003  -0.10608
H  -3.40741  -0.07257  3.84410
H  -4.16922  -0.08982  2.25268
H  -3.40540  1.38869  2.85957
H  -1.86263  -1.95666  3.39488
H  -0.97177  -2.05772  1.87627
H  -2.74773  -2.17211  1.89256
H  -0.95300  0.04806  4.11607
H  -0.87438  1.51655  3.14797
H  0.13506  0.13187  2.72768
H  -0.72432  -1.92237  -1.13373
H  -2.16838  -2.69144  -1.80711
H  -1.92224  -2.66726  -0.06467
H  -1.46990  0.12417  -2.61038
H  -3.13453  0.72524  -2.44197
H  -2.84105  -0.88745  -3.07202
H  -4.16653  -1.58068  0.32493
H  -4.45803  -1.69549  -1.40963
H  -4.64109  -0.14296  -0.59232
H  -0.42051  2.88173  1.40193
H  -2.03887  3.02105  2.13239
H  -1.49681  4.21169  0.95783
H  -0.23353  2.54866  -1.15427
H  -1.40678  3.85747  -1.32722
H  -1.69761  2.31502  -2.12009
H  -4.11370  2.39472  0.77417
H  -3.97195  2.19471  -0.97934
H  -3.63789  3.75825  -0.24028

Total charge: +1
Spin multiplicity: 1
Orbital gap (alpha / beta) (eV): 8.0 / 7.6
E (Ha): -6429.64821
HOMO (alpha / beta) (eV): -12.5 / -12.5

natural (NBO) population analysis, charges in e, atoms 1 to 5:
1 Ni 1.178
2 O -0.620
3 C 0.802
4 O -0.639
5 C 0.054

=====

Result set for max |F|: 0.0741 0.1023 Eh/bohr, one per record in the order listed.